Molecular formula: C3H6N2O2
Method: DFT, ωB97M-V with the def2-TZVPD basis set

Geometry (Å):
N (-1.1934, -0.4647, -1.1967)
C (-0.6744, 0.1298, 0.0012)
O (-1.6289, 0.5403, 0.8553)
C (-0.3819, -0.6927, 1.1491)
O (1.6782, -0.8771, 0.5213)
C (1.6831, 0.2420, 0.0129)
N (0.5497, 0.9261, -0.2601)
H (-2.0994, -0.0538, -1.3921)
H (-0.5702, -0.3316, -1.9824)
H (-0.6585, -1.7444, 1.1916)
H (0.0907, -0.2474, 2.0087)
H (2.6356, 0.7272, -0.2312)
H (0.5697, 1.8465, -0.6775)

Force components x, y, z for each atom (eV/Å):
N 0.0 0.2 -0.2
C 0.9 -0.1 -0.5
O 0.4 -0.8 0.6
C -1.7 0.6 0.6
O 0.8 0.3 -0.5
C 0.2 -0.2 0.1
N 0.0 -0.1 0.1
H 0.0 -0.1 0.0
H -0.1 -0.1 0.0
H -0.5 0.4 -0.1
H 0.1 -0.1 -0.2
H -0.1 0.2 -0.1
H -0.1 -0.2 0.0

For the lowest unoccupied orbital energy, the calculation gives 0.7 eV. The HOMO-LUMO gap is 10.003 eV. As for the highest occupied orbital energy: -9.30 eV. The energy above the lowest of the compared OMol25 structures with the same formula, charge and spin is 3.555 eV. The total charge is 0. The calculation puts the calculated total energy at -10281.243 eV.

From a natural (NBO) analysis of the wavefunction, the atomic charges in e read:
1 N -0.84
2 C 0.43
3 O -0.58
4 C -0.02
5 O -0.60
6 C 0.52
7 N -0.64
8 H 0.38
9 H 0.36
10 H 0.22
11 H 0.21
12 H 0.14
13 H 0.41

Molecular formula: C4H13NO
Method: DFT, ωB97M-V with the def2-TZVPD basis set

Geometry (Å):
C (-1.5956, -1.4268, -0.5173)
C (-2.9383, -0.6496, -0.4828)
C (-3.1528, 0.0842, 0.8169)
H (-1.3319, -1.8726, 0.4516)
H (-1.5685, -2.0879, -1.4016)
H (-0.6962, -0.8277, -0.6203)
H (-2.9352, 0.0216, -1.3497)
H (-3.8063, -1.3293, -0.6440)
H (-3.1695, -0.6129, 1.6826)
H (-3.9814, 0.7772, 0.9313)
H (-2.2830, 0.6084, 1.2745)
N (3.2232, -0.2540, -0.0661)
C (2.5000, 0.8469, 0.5454)
O (1.7693, 1.4893, -0.4549)
H (3.8743, -0.5995, 0.6514)
H (2.5843, -1.0548, 0.0332)
H (3.2472, 1.5941, 0.9512)
H (1.8851, 0.5332, 1.3923)
H (2.3301, 1.4653, -1.2333)

Force components x, y, z for each atom (eV/Å):
C 0.0 0.1 0.0
C 0.3 -0.2 -0.4
C 1.2 0.0 2.5
H -0.7 -0.8 -0.3
H 0.0 -0.2 0.8
H -0.2 1.0 -0.4
H -0.1 0.1 0.2
H 0.7 0.2 0.1
H -0.9 -0.3 -0.6
H -0.3 -0.2 -0.4
H 0.0 0.4 -1.4
N -0.1 -1.6 1.5
C 1.6 1.4 0.3
O -0.9 0.0 0.3
H 0.5 0.6 -0.4
H -0.1 0.2 -1.0
H -0.5 -0.8 -0.2
H -0.5 0.2 -0.3
H 0.1 0.0 -0.2

For the lowest unoccupied orbital energy, the calculation gives 0.9 eV. The HOMO-LUMO gap is 11.078 eV. As for the highest occupied orbital energy: -10.21 eV. The energy above the lowest of the compared OMol25 structures with the same formula, charge and spin is 1.206 eV. The total charge is 0. The calculation puts the calculated total energy at -7895.455 eV.

From a natural (NBO) analysis of the wavefunction, the atomic charges in e read:
1 C -0.62
2 C -0.40
3 C -0.63
4 H 0.20
5 H 0.21
6 H 0.21
7 H 0.20
8 H 0.20
9 H 0.20
10 H 0.22
11 H 0.21
12 N -0.83
13 C 0.09
14 O -0.72
15 H 0.35
16 H 0.35
17 H 0.13
18 H 0.15
19 H 0.48

Molecular formula: C2H3BF2O
Method: DFT, ωB97M-V with the def2-TZVPD basis set

Geometry (Å):
B (1.1243, -0.7512, 0.4093)
C (-0.8527, -0.3119, -0.2398)
C (-0.6896, 0.9624, -0.5097)
O (0.1522, -1.2472, -0.3954)
F (-2.0617, -0.8316, 0.2488)
F (0.5538, 1.2256, -1.0775)
H (0.7703, 0.1207, 1.2782)
H (2.2742, -0.8241, 0.4143)
H (-1.2707, 1.6574, -0.1282)

Force components x, y, z for each atom (eV/Å):
B 0.4 2.4 2.4
C -2.2 -2.3 0.0
C 3.4 -3.7 -2.0
O -1.5 0.9 0.1
F 2.5 1.0 -0.8
F -1.3 0.6 0.8
H 0.4 -1.4 -0.8
H 0.9 -1.2 -0.7
H -2.5 3.8 1.0

For the lowest unoccupied orbital energy, the calculation gives 0.6 eV. The HOMO-LUMO gap is 10.663 eV. As for the highest occupied orbital energy: -10.06 eV. The energy above the lowest of the compared OMol25 structures with the same formula, charge and spin is 3.314 eV. The total charge is 0. The calculation puts the calculated total energy at -10279.304 eV.

From a natural (NBO) analysis of the wavefunction, the atomic charges in e read:
1 B 0.62
2 C 0.61
3 C 0.08
4 O -0.65
5 F -0.32
6 F -0.33
7 H -0.12
8 H -0.09
9 H 0.19

Molecular formula: C4H9N3S
Method: DFT, ωB97M-V with the def2-TZVPD basis set

Geometry (Å):
C (0.3950, -1.8199, -0.5289)
C (-1.0508, -0.0816, 0.3336)
C (-2.4130, 0.3854, 0.4831)
C (2.5131, 1.0380, -0.5123)
N (1.5001, -1.2875, -0.1669)
N (-0.8655, -1.2886, -0.1840)
N (0.0344, 0.6143, 0.9040)
S (1.7023, 0.0980, 0.7871)
H (0.3109, -2.5189, -1.3165)
H (-3.1414, -0.4104, 0.5496)
H (-2.6454, 1.1349, -0.1955)
H (-2.6630, 0.9111, 1.4997)
H (3.4513, 0.6039, -0.7180)
H (2.8267, 2.0294, -0.1435)
H (2.0225, 1.0264, -1.5951)
H (-1.5915, -1.9512, -0.4401)
H (-0.3856, 1.5169, 1.2438)

Force components x, y, z for each atom (eV/Å):
C 0.6 3.0 1.2
C 2.2 -0.7 1.7
C -1.0 0.6 3.9
C -1.5 1.4 -2.0
N -0.2 -0.3 0.1
N 1.0 -0.5 -0.3
N -3.2 -0.2 -1.6
S -0.8 -0.9 -1.6
H 0.6 -1.4 -0.4
H -0.1 -0.4 -0.8
H -0.6 1.2 -1.8
H 1.2 -0.7 -1.5
H 1.3 -1.4 0.3
H -0.8 -0.1 0.0
H 0.4 0.2 2.6
H -0.8 0.8 0.1
H 1.7 -0.6 0.0

For the lowest unoccupied orbital energy, the calculation gives -9.8 eV. The HOMO-LUMO gap is 10.171 eV. As for the highest occupied orbital energy: -19.96 eV. The energy above the lowest of the compared OMol25 structures with the same formula, charge and spin is 1.970 eV. The total charge is +2. The calculation puts the calculated total energy at -19579.217 eV.

From a natural (NBO) analysis of the wavefunction, the atomic charges in e read:
1 C 0.36
2 C 0.64
3 C -0.75
4 C -0.85
5 N -0.56
6 N -0.55
7 N -0.75
8 S 1.36
9 H 0.26
10 H 0.30
11 H 0.31
12 H 0.32
13 H 0.32
14 H 0.31
15 H 0.31
16 H 0.48
17 H 0.49